This record from OMol25 describes a molecular structure, C11H10BrNV. The level of theory is ωB97M-V/def2-TZVPD.

The calculation puts the energy above the lowest of the compared OMol25 structures with the same formula, charge and spin at 0.000 eV. The calculation puts the lowest unoccupied orbital energy (alpha / beta) at 2.93 / 2.90 eV. As for the total charge: -1. As for the HOMO energy (alpha / beta): -3.691 / -4.297 eV. Its spin multiplicity is 3. For the calculated total energy, the calculation gives -3997.95458 a.u. The HOMO-LUMO gap (alpha / beta) is 6.62 / 7.19 eV.

Last column: Mulliken spin population.
Geometry (Å):
C -0.08134 0.72709 -1.61493  0.01
C -0.15915 2.10253 -1.19568  -0.08
C 1.03873 2.44136 -0.52631  0.04
H -0.97391 2.76556 -1.45354  0.00
C 1.88736 1.29211 -0.47442  -0.05
C 1.21909 0.22162 -1.17240  0.06
H 1.69384 -0.69008 -1.51772  0.01
H -0.74174 0.20755 -2.30428  0.01
H 1.28020 3.42382 -0.13851  0.01
H 2.91266 1.24450 -0.10116  -0.01
V -0.29378 -0.12657 0.39404  2.07
Br -2.23511 1.52001 0.87228  -0.02
C -0.57478 -1.71822 1.66199  0.00
C 0.46205 -2.12508 0.73658  0.00
C -0.10158 -2.10461 -0.58054  -0.01
H 1.44730 -2.46972 0.98956  0.00
C -1.43491 -1.59874 -0.50425  -0.04
C -1.76376 -1.42214 0.88367  0.03
H -2.71822 -1.07952 1.25875  0.00
H -0.47966 -1.65941 2.73369  0.00
H 0.36927 -2.51538 -1.46407  0.00
H -2.10983 -1.46258 -1.33824  0.00
N 0.84846 1.90297 2.82908  0.04
C 0.50880 1.12293 2.02642  -0.06

Atoms 1-3, force components in eV/Å:
C 1.3 0.3 -0.1
C 1.5 -0.6 -0.4
C -0.2 -0.2 -0.8

This record from OMol25 describes 2 unconnected molecules or ions with the total composition C2H5O. The level of theory is ωB97M-V/def2-TZVPD.

The calculation puts the energy above the lowest of the compared OMol25 structures with the same formula, charge and spin at 0.953 eV. The calculation puts the lowest unoccupied orbital energy at 4.49 eV. As for the total charge: -1. As for the HOMO energy: -2.320 eV. Its spin multiplicity is 1. For the calculated total energy, the calculation gives -154.37808 a.u. The HOMO-LUMO gap is 6.81 eV.

Last column: natural (NBO) charge in e.
Geometry (Å):
O -1.21535 -0.63335 1.62461  -1.36
H -1.79576 -1.26915 2.08576  0.39
C 1.25109 0.28894 -1.31918  -0.49
C 0.19374 0.47101 -0.53198  -0.31
H 1.49836 -0.66278 -1.78580  0.17
H 1.71834 1.15878 -1.77414  0.16
H -0.58482 -0.22380 -0.22242  0.29
H -0.03573 1.51159 -0.30281  0.16

Atoms 1-3, force components in eV/Å:
O -0.5 -0.5 0.2
H 0.4 0.4 -0.2
C -0.6 -0.1 -0.7

This record from OMol25 describes a molecular structure, C11H18ClF6NO8S2Sr. The level of theory is ωB97M-V/def2-TZVPD.

The calculation puts the energy above the lowest of the compared OMol25 structures with the same formula, charge and spin at 0.687 eV. The calculation puts the lowest unoccupied orbital energy at 0.13 eV. As for the total charge: 0. As for the HOMO energy: -7.162 eV. Its spin multiplicity is 1. For the calculated total energy, the calculation gives -2973.09127 a.u. The HOMO-LUMO gap is 7.30 eV.

Last column: natural (NBO) charge in e.
Geometry (Å):
Sr 0.85577 -0.21751 -0.94198  1.78
C 1.11723 0.70258 2.72736  -0.10
C 2.35925 1.01817 1.92331  -0.09
O 2.04558 1.52380 0.63014  -0.59
C 1.61535 2.88087 0.59611  -0.09
C 1.17376 3.19664 -0.82086  -0.09
O 0.16702 2.29785 -1.26600  -0.58
C -1.19094 2.69927 -1.19344  -0.08
C -1.73259 2.61170 0.22345  -0.09
O -1.21337 1.42782 0.77621  -0.57
C -1.74389 1.04247 2.02119  -0.09
C -1.03368 -0.25717 2.38479  -0.09
O 0.33106 -0.21768 1.99463  -0.56
H 0.55489 1.61714 2.93249  0.17
H 1.41141 0.27070 3.69181  0.19
H 2.93641 0.10697 1.75871  0.21
H 2.99147 1.73079 2.46301  0.19
H 2.44852 3.53739 0.87351  0.19
H 0.79606 3.03167 1.30230  0.17
H 2.00725 3.07145 -1.51312  0.23
H 0.82098 4.23087 -0.87672  0.19
H -1.72847 2.00436 -1.83890  0.21
H -1.31274 3.70967 -1.59532  0.19
H -2.82869 2.60211 0.19320  0.19
H -1.42579 3.47690 0.82954  0.16
H -2.82380 0.86584 1.96205  0.19
H -1.57601 1.83599 2.76204  0.16
H -1.46373 -1.08826 1.82914  0.23
H -1.13007 -0.46200 3.45636  0.18
F 1.43058 -5.54299 0.47291  -0.30
C 0.84794 -4.98221 -0.58289  0.73
F 1.72804 -4.89122 -1.56925  -0.30
F -0.16915 -5.74109 -0.97183  -0.30
S 0.24310 -3.31266 -0.09603  2.24
O -0.72840 -3.50625 0.93600  -0.91
O 1.44904 -2.57883 0.22504  -0.98
N -0.29894 -2.78766 -1.47578  -1.29
S -1.62731 -2.00961 -1.77071  2.22
O -1.58428 -1.57508 -3.13036  -0.90
O -1.87839 -1.00173 -0.75696  -0.99
C -3.00591 -3.24875 -1.65000  0.74
F -4.06760 -2.76334 -2.28473  -0.30
F -3.32475 -3.47532 -0.38523  -0.30
F -2.63853 -4.38517 -2.22262  -0.30
Cl 1.71806 1.25107 -3.93860  -0.22
C 2.72335 0.42963 -2.60756  -1.02
H 3.45455 1.19631 -2.32808  0.17
H 3.30035 -0.32552 -3.14836  0.18

Atoms 1-3, force components in eV/Å:
Sr 0.0 0.5 0.2
C 0.0 0.0 0.1
C 0.0 0.1 0.0

This record from OMol25 describes C5H10O in the gas phase. The level of theory is ωB97M-V/def2-TZVPD.

The calculation puts the energy above the lowest of the compared OMol25 structures with the same formula, charge and spin at 1.508 eV. As for the structure (SMILES): C[C@H]1C[C@@]1(C)O. The calculation puts the lowest unoccupied orbital energy at 0.94 eV. As for the total charge: 0. As for the HOMO energy: -9.466 eV. Its spin multiplicity is 1. For the calculated total energy, the calculation gives -271.69721 a.u. The HOMO-LUMO gap is 10.41 eV.

Last column: natural (NBO) charge in e.
Geometry (Å):
C 1.92559 0.31615 -0.35973  -0.62
C 0.66536 -0.45763 -0.14643  -0.25
C 0.09191 -0.63441 1.28759  -0.44
C -0.60127 0.20846 0.26058  0.23
C -1.79168 -0.38393 -0.50894  -0.63
O -0.74097 1.58493 0.50749  -0.69
H 2.83972 -0.08419 0.08472  0.21
H 1.75773 1.44471 0.00922  0.21
H 2.13765 0.44435 -1.41585  0.21
H 0.53380 -1.35683 -0.79747  0.21
H 0.76678 -0.03395 1.98083  0.23
H -0.33819 -1.57988 1.57484  0.22
H -1.91092 0.11405 -1.49914  0.20
H -1.78330 -1.48592 -0.68781  0.22
H -2.72294 -0.08631 0.05215  0.21
H -0.82928 1.99040 -0.34205  0.47

Atoms 1-3, force components in eV/Å:
C -0.1 2.9 0.6
C 0.4 -1.1 0.2
C 1.4 1.7 -0.4